No. 1
{
  "formula": "C20H17N2O3",
  "method": "ωB97M-V/def2-TZVPD",
  "gap_ev": 7.200,
  "smiles": "COc1ccc(-[n+]2cc3c(=O)[nH]ccc3c3ccccc32)cc1OC",
  "total_charge": 1,
  "lumo_energy_ev": -4.77,
  "species": ["C", "O", "C", "C", "C", "C", "N", "C", "C", "C", "O", "N", "C", "C", "C", "C", "C", "C", "C", "C", "C", "C", "C", "O", "C", "H", "H", "H", "H", "H", "H", "H", "H", "H", "H", "H", "H", "H", "H", "H", "H", "H"],
  "positions_angstrom": [[-1.8869, 0.4923, -5.4251], [-2.5114, 1.2573, -4.3632], [-2.0089, 0.9060, -3.0648], [-2.8884, 0.7048, -2.0005], [-2.3598, 0.4047, -0.6552], [-1.0176, 0.3683, -0.3640], [-0.5819, -0.1597, 0.8850], [-0.4183, 0.7637, 1.9072], [0.3231, 0.4888, 3.0502], [0.4012, 1.4233, 4.1873], [-0.0181, 2.5783, 4.0518], [1.0391, 1.0544, 5.3701], [1.8662, -0.0664, 5.3874], [1.9379, -0.9204, 4.3114], [1.0415, -0.6472, 3.1238], [0.9980, -1.6235, 2.0710], [1.7853, -2.7326, 1.9566], [1.7039, -3.6823, 0.9346], [0.8454, -3.4283, -0.0707], [0.0653, -2.2515, -0.0550], [0.1081, -1.3409, 0.9674], [-0.1285, 0.7117, -1.4253], [-0.6374, 1.0965, -2.7143], [0.4059, 1.5214, -3.5019], [0.6884, 2.8971, -3.5808], [-0.8980, 0.0136, -5.1685], [-1.6270, 1.1385, -6.3481], [-2.6459, -0.2140, -5.7320], [-4.0464, 0.7126, -2.1039], [-3.0175, 0.1607, 0.1025], [-0.8585, 1.7937, 1.6899], [1.1694, 1.7793, 6.0452], [2.6390, -0.2197, 6.1880], [2.5238, -1.8092, 4.4325], [2.4207, -3.0422, 2.7551], [2.2959, -4.5268, 1.0367], [0.8006, -4.1207, -0.9539], [-0.5844, -2.0862, -0.9074], [1.0043, 0.8021, -1.3210], [-0.2853, 3.3455, -3.4952], [1.2513, 3.1889, -2.7180], [1.1060, 3.2680, -4.4849]],
  "atomic_forces_ev_per_a": [[1.1, 0.7, -1.4], [1.7, -0.9, 2.1], [-0.5, 2.0, -1.1], [-0.6, -0.8, 2.0], [-0.1, 0.8, -3.3], [-0.2, 0.0, -3.1], [1.4, 3.2, 2.9], [-1.1, 0.4, -2.1], [-0.8, 0.6, 0.7], [-0.7, 3.5, -0.4], [0.3, -1.7, 0.5], [0.8, -1.9, -1.1], [0.9, -0.2, -0.9], [-2.2, 1.7, -0.2], [3.1, -3.6, 2.0], [-1.4, 1.9, -1.2], [0.4, -2.1, 0.4], [-0.1, 2.2, 1.9], [-1.5, 0.3, -2.4], [-0.1, -1.5, -1.5], [1.3, -1.3, 0.6], [0.0, 0.5, -0.1], [1.8, -0.7, 2.1], [-0.3, -1.8, -1.6], [-2.0, 0.5, 1.3], [-1.3, 0.4, 0.2], [-0.7, -0.6, 1.7], [0.2, -0.5, -0.2], [2.4, 0.0, -0.1], [-1.5, -0.4, 1.3], [0.5, -1.6, 0.6], [-0.1, 0.4, 0.3], [-1.4, 0.4, -0.4], [0.2, -0.1, -0.4], [0.5, 0.3, 0.6], [1.0, -1.5, -0.2], [-0.2, 0.8, 1.0], [0.0, 0.1, 0.1], [-1.8, -0.3, 0.0], [-0.4, 1.0, 0.0], [0.7, 0.3, 0.4], [0.7, -0.6, -0.9]]
}


No. 2
{
  "formula": "C20H17N5O4Pd",
  "method": "ωB97M-V/def2-TZVPD",
  "gap_ev": 7.378,
  "total_charge": 2,
  "lumo_energy_ev": -7.54,
  "species": ["Pd", "O", "C", "N", "C", "C", "C", "C", "C", "C", "N", "C", "O", "C", "C", "C", "C", "C", "N", "C", "C", "C", "C", "C", "N", "H", "H", "H", "H", "H", "H", "H", "H", "H", "H", "H", "H", "N", "C", "C", "O", "O", "H", "H", "H", "H", "H"],
  "positions_angstrom": [[0.3353, -0.3971, -0.3311], [-1.9678, 2.9059, 1.0325], [-1.7207, 1.7380, 1.0108], [-0.6795, 1.0565, 1.6141], [-0.6111, 0.4318, 2.7081], [-1.4184, 0.6513, 3.8980], [-1.0345, 0.0804, 5.0448], [0.1263, -0.8049, 5.1011], [0.8534, -1.1503, 4.0226], [0.4502, -0.6379, 2.7384], [0.8430, -1.0494, 1.5732], [1.9527, -1.9649, 1.4315], [2.1500, -2.9103, 2.1258], [2.8412, -1.5275, 0.3010], [4.1424, -1.9585, 0.1884], [4.9331, -1.4047, -0.8122], [4.3879, -0.4429, -1.6437], [3.0591, -0.0753, -1.4870], [2.3035, -0.6213, -0.5369], [-2.4522, 0.7013, 0.1764], [-3.8054, 0.8105, -0.0504], [-4.4592, -0.2283, -0.7055], [-3.7276, -1.3282, -1.1126], [-2.3609, -1.3520, -0.8790], [-1.7311, -0.3620, -0.2419], [-2.2346, 1.3594, 3.8378], [-1.5604, 0.2837, 5.9675], [0.3827, -1.2245, 6.0653], [1.6576, -1.8648, 4.0915], [4.5170, -2.6996, 0.8811], [5.9632, -1.7123, -0.9284], [4.9773, 0.0267, -2.4181], [2.5820, 0.6632, -2.1119], [-4.3292, 1.6881, 0.3035], [-5.5253, -0.1799, -0.8820], [-4.1937, -2.1634, -1.6152], [-1.7458, -2.1736, -1.2194], [-0.3260, 2.8253, -4.1571], [-0.4992, 1.3320, -4.1425], [-0.0498, 0.8585, -2.7588], [-0.1316, -0.3724, -2.5117], [0.3629, 1.7239, -1.9647], [0.3628, 3.1399, -4.8394], [0.0200, 3.0348, -3.1905], [-1.1946, 3.3287, -4.3332], [0.0987, 0.8830, -4.9307], [-1.5438, 1.0834, -4.3095]],
  "atomic_forces_ev_per_a": [[-0.4, -0.7, -0.6], [-0.1, 0.0, 0.0], [-0.1, -0.2, -0.1], [0.2, 0.4, 0.0], [0.0, -0.1, 0.0], [-0.1, 0.0, 0.0], [0.1, 0.0, 0.0], [-0.1, 0.0, 0.0], [0.0, 0.0, 0.0], [0.1, -0.1, 0.0], [0.2, 0.0, 0.0], [0.0, 0.1, -0.1], [0.0, -0.1, 0.0], [-0.2, 0.1, 0.1], [0.0, 0.0, 0.0], [0.0, 0.0, 0.0], [0.0, 0.0, 0.0], [0.0, -0.2, 0.0], [0.3, -0.1, 0.1], [0.2, 0.0, 0.0], [-0.1, 0.0, 0.0], [0.0, 0.0, 0.0], [0.1, 0.0, 0.0], [-0.1, 0.0, 0.0], [-0.3, 0.0, 0.0], [0.0, 0.0, 0.0], [0.0, 0.0, 0.0], [0.0, 0.0, 0.0], [0.0, 0.0, 0.0], [0.0, 0.0, 0.0], [0.0, 0.0, 0.0], [0.0, 0.0, 0.0], [0.0, 0.0, 0.0], [0.0, 0.0, 0.0], [0.0, 0.0, 0.0], [0.0, 0.0, 0.0], [0.0, 0.0, 0.0], [0.0, 0.0, 0.0], [0.0, 0.1, 0.0], [0.1, 0.0, 0.2], [0.3, 0.3, 0.6], [-0.2, 0.3, -0.4], [0.0, 0.0, 0.0], [0.0, 0.0, 0.0], [0.0, 0.0, 0.0], [0.0, 0.0, 0.0], [0.0, 0.0, 0.0]]
}


No. 3
{
  "formula": "C20H17N8OPd",
  "method": "ωB97M-V/def2-TZVPD",
  "gap_ev": [5.344, 1.334],
  "multiplicity": 5,
  "total_charge": 3,
  "lumo_energy_ev": [-10.79, -14.74],
  "species": ["Pd", "C", "C", "N", "N", "C", "O", "C", "C", "C", "C", "C", "C", "C", "C", "C", "C", "C", "N", "H", "H", "H", "H", "H", "H", "H", "H", "H", "H", "H", "H", "N", "C", "N", "C", "N", "C", "C", "N", "C", "C", "N", "H", "H", "H", "H", "H"],
  "positions_angstrom": [[-0.4413, -0.6633, -0.0318], [-1.5592, 3.5973, -0.9486], [-1.5139, 2.1534, -0.6540], [-0.3810, 1.5103, -0.3422], [0.8278, 2.0688, -0.4716], [1.9088, 1.1304, -0.3989], [1.7298, -0.0596, 0.0411], [3.2923, 1.7200, -0.6081], [3.4818, 3.0696, -1.1460], [4.8125, 3.6106, -1.2778], [5.8592, 2.8940, -0.5130], [5.5998, 1.7119, 0.0692], [4.2492, 1.0903, 0.0480], [-2.6725, 1.2507, -0.5984], [-4.0031, 1.6804, -0.8938], [-5.0272, 0.7973, -0.8442], [-4.7021, -0.4837, -0.4901], [-3.3918, -0.9234, -0.3167], [-2.4073, -0.0624, -0.3375], [-2.5242, 3.9807, -1.2156], [-0.9336, 3.7164, -1.8243], [-1.1039, 4.1539, -0.1061], [2.6290, 3.6237, -1.5462], [5.1529, 4.4897, -1.8451], [6.8616, 3.3256, -0.5138], [6.3083, 1.0811, 0.6049], [3.9981, 0.1413, 0.4725], [-4.2302, 2.7247, -1.1166], [-6.0287, 1.1066, -1.0900], [-5.5671, -1.1518, -0.4691], [-3.1496, -1.9597, -0.1584], [-0.7440, -1.9975, 4.0072], [-0.5434, -0.9801, 3.2303], [-0.4055, -1.3965, 1.9950], [-0.5517, -2.7341, 2.0936], [-0.7960, -3.1431, 3.3219], [-0.4402, -3.5357, 0.8857], [-0.5863, -4.9122, 0.8259], [-0.5109, -5.5479, -0.3783], [-0.1993, -4.8820, -1.4615], [-0.0103, -3.4649, -1.3810], [-0.2239, -2.8039, -0.2349], [-0.8919, -2.0448, 5.0019], [-0.5237, 0.0281, 3.5792], [-0.7829, -5.5381, 1.7068], [-0.0902, -5.4126, -2.3754], [0.2255, -2.9595, -2.2944]],
  "atomic_forces_ev_per_a": [[1.5, 1.5, -0.2], [0.6, -0.3, 0.2], [0.6, -0.5, 1.0], [1.2, -0.4, -0.4], [-1.0, -0.1, -0.7], [0.7, -0.5, 1.5], [0.0, 1.8, -1.3], [-4.2, 2.7, -0.6], [2.1, 0.4, -1.1], [-0.8, -2.4, 2.0], [-1.0, 1.9, -2.3], [-2.7, -3.4, 1.5], [4.8, 0.3, 0.2], [-1.1, 0.4, -0.5], [2.4, 1.5, 0.3], [0.0, -0.4, 0.1], [-1.6, -1.6, -0.4], [-1.4, 0.4, 0.1], [-0.4, 0.7, -0.4], [-0.5, 0.1, 0.2], [0.4, 0.4, -0.2], [-0.2, -0.1, -0.5], [0.3, -0.3, 0.0], [-0.9, -0.3, 0.4], [-0.3, -0.2, 0.1], [0.3, 0.7, -0.2], [0.5, -0.4, 0.4], [0.4, -0.3, 0.0], [-0.2, -0.1, 0.1], [0.7, -0.3, 0.2], [-0.1, -0.2, 0.1], [-0.7, -3.4, 1.0], [0.5, 2.2, -1.5], [-0.2, 0.9, 0.1], [0.1, -0.8, -2.0], [0.2, -0.1, 1.3], [-0.4, 2.0, 1.0], [-0.2, -2.5, -1.5], [-0.2, -0.4, 1.5], [0.2, 0.4, 1.7], [-0.5, 0.5, 1.3], [0.6, -1.1, -1.8], [0.0, 0.2, 0.5], [0.1, 0.5, 0.1], [0.2, 0.3, -0.3], [-0.1, -0.4, -0.8], [0.1, 0.7, -0.2]]
}


No. 4
{
  "formula": "C20H18BBrIrN5S",
  "method": "ωB97M-V/def2-TZVPD",
  "gap_ev": [6.256, 6.257],
  "lumo_energy_ev": [-2.02, -2.02],
  "species": ["Ir", "S", "C", "N", "N", "C", "C", "C", "C", "C", "C", "N", "N", "C", "C", "C", "C", "C", "C", "H", "H", "H", "H", "H", "H", "H", "H", "H", "H", "H", "B", "C", "N", "H", "H", "H", "Br", "C", "C", "C", "C", "C", "C", "H", "H", "H", "H"],
  "positions_angstrom": [[-0.2695, 0.3369, -0.3937], [-0.3572, 0.1179, 1.9351], [-0.1542, -1.5860, 1.4997], [0.0984, -2.5979, 2.2150], [0.2092, -2.4292, 3.5241], [0.6023, -3.4812, 4.3646], [0.7166, -3.2291, 5.7270], [1.1170, -4.2418, 6.5824], [1.4047, -5.5058, 6.0886], [1.2804, -5.7486, 4.7276], [0.8788, -4.7459, 3.8593], [-0.2592, -1.6240, 0.0900], [-0.2349, -2.6957, -0.5198], [-0.4300, -2.6834, -1.9160], [-0.2827, -3.9306, -2.5155], [-0.4133, -4.0767, -3.8866], [-0.7011, -2.9763, -4.6774], [-0.8773, -1.7278, -4.0877], [-0.7525, -1.5868, -2.7201], [0.0629, -1.5131, 3.9288], [0.4872, -2.2416, 6.1112], [1.2069, -4.0408, 7.6418], [1.7178, -6.2955, 6.7576], [1.5045, -6.7308, 4.3323], [0.7737, -4.9254, 2.7992], [-0.0571, -4.7749, -1.8780], [-0.2906, -5.0531, -4.3351], [-0.8002, -3.0837, -5.7492], [-1.1117, -0.8666, -4.6982], [-0.9450, -0.6061, -2.2820], [-1.8454, 4.5149, -1.5501], [-1.0742, 3.2139, -1.1818], [-0.5306, 2.2230, -0.9177], [-1.6796, 5.3241, -0.6682], [-1.4405, 4.9044, -2.6215], [-3.0053, 4.1598, -1.6210], [6.2483, -0.1533, -1.6697], [4.3964, -0.0002, -1.3010], [3.9784, 0.2880, -0.0131], [2.6203, 0.3975, 0.2552], [1.6896, 0.2200, -0.7637], [2.1254, -0.0654, -2.0501], [3.4833, -0.1727, -2.3250], [4.7047, 0.4259, 0.7758], [2.2990, 0.6298, 1.2590], [1.4207, -0.1991, -2.8636], [3.8226, -0.3914, -3.3279]],
  "atomic_forces_ev_per_a": [[-0.3, -0.6, 0.9], [0.0, 0.3, -1.3], [0.0, 0.0, 0.5], [0.1, -0.2, 0.0], [0.0, -0.1, 0.1], [0.0, 0.0, -0.1], [0.0, 0.0, 0.0], [0.0, 0.0, 0.0], [0.0, 0.0, 0.0], [0.0, 0.0, 0.0], [0.0, 0.0, 0.0], [0.4, 0.6, -0.2], [-0.5, -0.5, -0.1], [0.2, 0.0, -0.2], [0.1, -0.1, 0.0], [0.0, -0.1, 0.0], [0.0, 0.1, 0.0], [0.0, -0.1, 0.0], [0.0, 0.1, 0.2], [0.0, 0.0, 0.0], [0.0, 0.0, 0.0], [0.0, 0.0, 0.0], [0.0, 0.0, 0.0], [0.0, 0.0, 0.0], [0.0, 0.0, 0.0], [0.0, 0.0, 0.0], [0.0, 0.0, 0.0], [0.0, 0.0, 0.0], [0.0, 0.0, 0.0], [-0.1, 0.0, -0.1], [-0.2, 0.1, -0.1], [0.2, 0.0, 0.0], [-0.1, 0.4, 0.2], [0.1, -0.1, 0.0], [0.1, -0.1, 0.0], [0.0, 0.0, 0.0], [0.0, 0.0, 0.0], [0.0, 0.0, 0.0], [0.0, 0.0, -0.1], [0.1, 0.0, 0.0], [-0.1, -0.1, 0.3], [0.0, 0.0, -0.1], [0.0, 0.0, 0.0], [0.0, 0.0, 0.0], [0.0, 0.0, 0.0], [0.1, 0.0, 0.0], [0.0, 0.0, 0.0]]
}


no.,calculated total energy (Ha)
1,-1107.25838
2,-1474.45261
3,-1412.29802
4,-4147.98249